No. 1
This record from OMol25 describes C6H14FN as an isolated structure. The level of theory is ωB97M-V with the def2-TZVPD basis set.

Calculated values
HOMO energy (eV): -8.684
Energy relative to the best compared isomer or geometry (same formula, charge and spin) (kcal/mol): 98.3
HOMO-LUMO gap (Eh): 0.350

Element x y z (Å)
C  1.79  -0.89  -0.98
C  0.79  -1.42  0.35
C  0.58  0.62  1.80
C  -0.97  0.56  0.29
C  -0.42  1.45  -0.90
C  -2.16  -0.31  -0.42
H  3.03  -1.44  -1.12
H  2.15  0.35  -0.96
H  1.03  -1.41  -1.94
H  0.04  -2.27  -0.20
H  1.30  -1.70  1.29
H  0.94  1.37  1.08
H  -0.25  0.94  2.56
H  1.72  0.17  2.32
H  -1.51  1.34  1.02
H  0.45  2.22  -0.64
H  0.11  0.91  -1.58
H  -1.26  1.99  -1.45
H  -3.22  -0.02  -0.68
H  -1.65  -0.65  -1.22
N  -0.13  -0.42  0.97
F  -2.36  -1.39  0.39

No. 2
This record from OMol25 describes C16H23Cl2INO3PtS as an isolated structure. The level of theory is ωB97M-V with the def2-TZVPD basis set.

Calculated values
HOMO energy (spin up / spin down) (eV): -1.861 / -3.073
Spin multiplicity: 3
Energy relative to the best compared isomer or geometry (same formula, charge and spin) (kcal/mol): 18.8
Net charge: -1
HOMO-LUMO gap (spin up / spin down) (Eh): 0.144 / 0.189

Element x y z (Å)
Pt  -0.22  -0.48  -0.67
O  1.05  2.30  -1.26
S  -0.17  1.55  -1.63
C  -1.45  2.82  -1.34
C  -1.83  3.46  -2.65
C  -1.92  2.28  -3.65
C  -0.72  1.36  -3.47
H  -0.87  3.44  -0.57
H  -2.27  2.43  -0.75
H  -1.16  4.38  -2.85
H  -2.73  4.03  -2.58
H  -1.99  2.61  -4.72
H  -2.86  1.80  -3.38
H  0.23  1.77  -3.90
H  -0.86  0.34  -3.69
I  -3.79  -1.11  7.32
C  -2.92  -1.23  5.43
C  -1.70  -1.96  5.18
C  -1.28  -2.10  3.90
C  -1.94  -1.36  2.86
C  -3.12  -0.64  3.12
C  -3.62  -0.63  4.43
C  -1.19  -1.35  1.57
O  -0.34  -2.17  1.23
O  -1.44  -0.31  0.79
H  -1.13  -2.34  6.01
H  -0.38  -2.66  3.61
H  -3.63  -0.19  2.23
H  -4.49  0.03  4.63
C  3.05  -0.84  -0.84
C  2.22  -1.86  -1.63
C  2.67  -1.93  -3.12
C  2.04  -3.24  -1.05
N  0.81  -1.30  -1.92
H  4.08  -1.05  -0.85
H  2.77  -0.94  0.24
H  2.95  0.19  -1.18
H  3.67  -2.39  -3.22
H  2.59  -0.96  -3.61
H  1.92  -2.55  -3.63
H  2.98  -3.75  -0.81
H  1.48  -3.88  -1.71
H  1.36  -3.20  -0.15
Cl  3.65  3.16  0.40
C  2.89  2.19  1.70
Cl  1.41  2.96  2.39
H  3.67  2.07  2.48
H  2.51  1.24  1.31

No. 3
This record from OMol25 describes C17H31BrCaCl2IN2NaO12P as an isolated structure. The level of theory is ωB97M-V with the def2-TZVPD basis set.

Calculated values
HOMO energy (eV): -8.237
Net charge: +1
HOMO-LUMO gap (Eh): 0.056

Element x y z (Å)
O  -0.94  5.67  0.96
C  -0.45  5.07  0.09
Br  0.90  6.03  -0.96
C  -0.86  3.63  -0.24
C  0.17  2.54  0.18
C  1.35  2.60  -0.80
C  2.54  3.26  -0.07
O  3.64  3.44  -0.41
N  1.96  3.58  1.19
C  0.87  2.69  1.55
C  1.53  1.30  1.89
C  2.42  1.34  3.16
C  3.49  0.19  3.10
C  4.95  0.70  2.96
O  5.71  0.00  1.99
C  -0.07  3.17  2.66
C  -0.70  2.06  3.50
O  -0.50  1.91  4.63
I  -2.04  0.72  2.44
H  -0.95  3.57  -1.33
H  -1.88  3.46  0.15
H  -0.43  1.63  0.12
H  1.59  1.53  -0.91
H  1.14  2.91  -1.82
H  2.61  3.83  1.93
H  2.19  0.98  1.08
H  0.78  0.51  1.98
H  1.86  1.18  4.09
H  2.99  2.28  3.27
H  3.24  -0.56  2.33
H  3.45  -0.35  4.06
H  5.47  0.56  3.92
H  4.99  1.78  2.76
H  5.32  -0.88  1.89
H  -0.91  3.78  2.28
H  0.49  3.82  3.37
Na  0.46  5.16  4.73
O  -0.27  0.84  -2.42
H  -0.16  0.96  -3.37
C  -1.48  -3.12  -2.89
O  -0.32  -3.02  -2.05
P  1.10  -3.37  -2.64
O  1.62  -2.46  -3.65
O  0.96  -4.88  -3.15
C  0.45  -5.88  -2.27
O  1.97  -3.49  -1.31
C  3.33  -3.92  -1.45
H  -2.14  -2.28  -2.67
H  -1.23  -3.11  -3.94
H  -2.01  -4.05  -2.65
H  -0.41  -6.35  -2.76
H  0.12  -5.46  -1.32
H  1.22  -6.63  -2.10
H  3.57  -4.16  -2.49
H  3.48  -4.81  -0.84
H  3.99  -3.13  -1.10
N  -2.65  -2.88  -6.21
O  -3.61  -3.05  -6.98
O  -2.32  -1.73  -5.88
O  -2.04  -3.86  -5.76
Cl  -7.45  -1.84  0.05
C  -6.76  -1.00  1.48
C  -5.79  0.07  1.07
Cl  -4.33  -0.61  0.34
H  -6.29  -1.76  2.11
H  -7.59  -0.57  2.04
H  -5.48  0.65  1.95
H  -6.23  0.76  0.35
Ca  -9.62  -0.98  -1.24

No. 4
This record from OMol25 describes C43H39CeP2 as an isolated structure. The level of theory is ωB97M-V with the def2-TZVPD basis set.

Calculated values
HOMO energy (spin up / spin down) (eV): -12.114 / -12.171
Spin multiplicity: 2
Net charge: +2
HOMO-LUMO gap (spin up / spin down) (Eh): 0.195 / 0.196

Element x y z (Å)
C  0.07  -1.89  -4.56
C  -0.89  -2.24  -3.59
C  -2.26  -2.18  -3.92
C  -2.65  -1.86  -5.21
C  -1.70  -1.49  -6.16
C  -0.34  -1.46  -5.82
P  -0.55  -2.29  -1.80
C  -1.83  -3.29  -0.99
C  -2.88  -2.74  -0.21
C  -3.84  -3.59  0.34
C  -3.78  -4.97  0.13
C  -2.77  -5.50  -0.68
C  -1.80  -4.67  -1.23
Ce  1.88  -0.93  -0.80
P  0.58  1.87  -1.79
C  -0.89  1.82  -2.86
C  -0.81  2.22  -4.20
C  -1.93  2.20  -5.04
C  -3.17  1.76  -4.54
C  -3.26  1.31  -3.22
C  -2.14  1.33  -2.39
C  0.15  3.14  -0.51
C  1.08  3.34  0.55
C  0.78  4.15  1.65
C  -0.47  4.78  1.74
C  -1.38  4.64  0.69
C  -1.07  3.85  -0.42
C  2.11  2.59  -2.49
C  3.19  1.78  -2.90
C  4.39  2.37  -3.34
C  4.47  3.76  -3.47
C  3.35  4.57  -3.23
C  2.16  3.97  -2.77
C  0.99  -3.09  -1.29
C  2.16  -3.07  -2.11
C  3.42  -2.74  -1.54
C  3.55  -2.73  -0.12
C  2.43  -2.95  0.71
C  1.16  -3.17  0.15
H  2.04  2.82  0.54
H  1.50  4.25  2.47
H  -0.73  5.36  2.64
H  -2.36  5.13  0.76
H  -1.81  3.74  -1.21
H  0.14  2.61  -4.58
H  -1.85  2.55  -6.07
H  -4.06  1.78  -5.18
H  -4.23  0.96  -2.83
H  -2.24  1.00  -1.35
H  3.04  0.70  -2.99
H  5.27  1.76  -3.65
H  5.40  4.24  -3.85
H  3.37  5.64  -3.43
H  1.26  4.57  -2.66
H  2.04  -3.29  -3.18
H  4.27  -2.46  -2.17
H  4.54  -2.58  0.33
H  2.53  -2.91  1.80
H  0.27  -3.29  0.77
H  -2.95  -1.66  -0.08
H  -4.66  -3.17  0.93
H  -4.53  -5.63  0.57
H  -2.74  -6.57  -0.90
H  -1.03  -5.07  -1.90
H  -3.01  -2.29  -3.12
H  -3.72  -1.82  -5.44
H  -2.01  -1.21  -7.17
H  0.40  -1.05  -6.53
H  1.12  -1.84  -4.26
H  0.44  0.08  -1.78
H  2.01  -0.62  -2.58
C  0.07  -0.26  0.96
C  0.34  -0.15  2.38
C  -0.71  -0.49  3.28
C  -0.56  -0.32  4.65
C  0.67  0.14  5.17
C  1.73  0.43  4.29
C  1.58  0.27  2.92
H  -0.80  -0.87  0.73
H  0.04  0.70  0.42
H  -1.64  -0.88  2.86
H  -1.39  -0.54  5.33
H  0.80  0.26  6.25
H  2.69  0.77  4.69
H  2.41  0.47  2.23